# 1
This record from the Open Molecules 2025 dataset describes a cluster of 10 separate species, C28H60FN7O18S2 in total at a distorted geometry. The level of theory is ωB97M-V/def2-TZVPD.

Each line ends with the Löwdin charge.
Geometry (Å):
O: 1.92756 -0.89545 1.68487  0.16
C: 0.81718 -0.64139 1.36444  -0.53
O: -0.19810 -1.53142 1.35585  0.10
C: -1.34060 -0.93087 0.76702  -0.04
C: -0.99949 0.56368 0.79729  -0.28
F: -1.56338 1.15961 1.89513  0.05
O: 0.38462 0.56529 0.93223  0.12
H: -1.54258 -1.27164 -0.24665  0.11
H: -2.24852 -1.08019 1.35198  0.12
H: -1.33594 1.12721 -0.06739  0.15
O: -3.78559 -2.50564 -3.61836  -0.19
S: -4.47659 -1.53236 -2.86507  0.58
O: -5.62222 -1.89321 -2.10715  -0.23
O: -3.52174 -0.71734 -1.88520  -0.22
C: -2.83411 0.28571 -2.65473  -0.15
C: -3.93479 0.84761 -3.55529  -0.12
O: -4.77510 -0.29623 -3.81668  -0.18
H: -2.36607 1.00712 -1.99314  0.11
H: -2.05666 -0.17602 -3.27015  0.12
H: -3.55860 1.07931 -4.54863  0.14
H: -4.45275 1.68523 -3.09293  0.12
O: -1.95770 3.66702 7.20599  -0.20
S: -2.07399 3.67075 5.80190  0.59
O: -1.64712 4.77051 5.03716  -0.21
O: -1.42875 2.34464 5.19044  -0.19
C: -2.44355 1.35284 5.10881  -0.18
C: -3.60935 2.13710 4.58767  -0.19
O: -3.59326 3.32197 5.38583  -0.18
H: -2.17644 0.51922 4.46444  0.13
H: -2.67481 0.91179 6.08476  0.14
H: -4.55380 1.60097 4.62633  0.13
H: -3.45159 2.40844 3.54037  0.11
C: -1.14742 -4.11675 -1.22947  -0.04
N: 0.03401 -4.15010 -2.08390  0.03
C: 0.37803 -3.16231 -2.93207  -0.52
C: 1.51769 -3.49497 -3.85347  0.02
O: -0.09109 -2.03106 -2.87513  0.02
H: -0.88396 -4.43950 -0.22262  0.08
H: -1.92382 -4.75433 -1.65134  0.09
H: -1.52120 -3.10165 -1.17526  0.05
H: 0.49185 -5.04256 -2.13866  0.13
H: 1.67349 -4.57919 -3.91018  0.08
H: 2.46871 -3.02283 -3.61772  0.07
H: 1.29864 -3.26558 -4.89864  0.10
C: 3.63916 -1.85075 -1.32188  -0.06
N: 4.96828 -2.30608 -1.70082  0.02
C: 5.58361 -1.87896 -2.83388  -0.56
C: 7.08811 -2.06952 -2.88103  0.00
O: 4.96499 -1.38657 -3.76052  0.03
H: 3.25325 -1.11114 -2.02073  0.07
H: 3.75013 -1.32881 -0.37103  0.07
H: 2.94462 -2.69078 -1.31505  0.07
H: 5.49967 -2.80772 -1.00752  0.12
H: 7.42839 -2.83535 -2.18450  0.07
H: 7.56622 -1.11209 -2.68370  0.09
H: 7.35495 -2.39030 -3.88616  0.08
C: -4.47453 -2.66907 1.78072  -0.07
N: -4.95863 -1.59713 0.95924  0.03
C: -4.96701 -0.30597 1.36086  -0.54
C: -5.53279 0.67966 0.36464  0.02
O: -4.48156 0.08099 2.41296  0.03
H: -5.18594 -3.50054 1.77356  0.09
H: -4.38975 -2.32921 2.80792  0.09
H: -3.53530 -3.10607 1.42809  0.08
H: -5.22040 -1.74537 -0.00235  0.09
H: -6.09737 1.45178 0.88441  0.09
H: -6.13699 0.25349 -0.43330  0.08
H: -4.67498 1.20384 -0.06901  0.07
C: 5.42754 -2.24375 2.34029  -0.05
N: 4.14165 -2.83827 2.01667  0.01
C: 4.00324 -4.07097 1.49028  -0.57
C: 2.58025 -4.54996 1.27152  0.00
O: 4.94617 -4.75195 1.09993  0.02
H: 5.24689 -1.46451 3.07931  0.07
H: 5.87529 -1.75063 1.47713  0.08
H: 6.07515 -2.99984 2.77634  0.09
H: 3.29721 -2.43805 2.39147  0.09
H: 2.42836 -4.64566 0.19791  0.07
H: 1.84000 -3.87385 1.70259  0.07
H: 2.44936 -5.52785 1.73164  0.09
C: 1.40257 1.22578 -2.01551  -0.07
N: 0.68836 0.74239 -3.18445  0.03
C: 0.55520 1.42200 -4.35037  -0.57
C: 1.22614 2.76338 -4.43621  -0.01
O: -0.09607 0.97090 -5.28178  0.02
H: 2.36519 1.68627 -2.22398  0.10
H: 1.53821 0.39882 -1.32039  0.06
H: 0.76714 1.94264 -1.48435  0.06
H: 0.29278 -0.19106 -3.13645  0.07
H: 1.13887 3.35354 -3.51902  0.07
H: 0.76459 3.33859 -5.23251  0.08
H: 2.29863 2.62382 -4.58593  0.09
C: 1.04616 3.18090 2.98152  -0.06
N: 2.22414 2.35397 3.11465  0.02
C: 3.33466 2.69332 3.81230  -0.56
C: 4.50769 1.74068 3.75051  0.00
O: 3.48555 3.78657 4.33052  0.04
H: 0.18381 2.52482 2.93134  0.05
H: 1.11245 3.77831 2.06838  0.09
H: 0.98736 3.85644 3.83159  0.09
H: 2.18859 1.38705 2.84057  0.10
H: 4.29366 0.69512 3.53836  0.05
H: 5.04383 1.80864 4.69731  0.08
H: 5.20338 2.17555 3.03078  0.09
C: -2.19350 4.25315 0.91715  -0.04
N: -2.49200 4.21744 -0.51489  0.02
C: -1.52674 4.14662 -1.45768  -0.55
C: -1.96731 4.09373 -2.91296  0.02
O: -0.33452 4.08448 -1.19145  0.03
H: -1.25859 3.73357 1.11539  0.06
H: -2.97582 3.69928 1.43351  0.08
H: -2.12144 5.27888 1.26763  0.10
H: -3.44336 4.04625 -0.78887  0.12
H: -1.71753 5.06926 -3.32943  0.10
H: -3.03563 3.89053 -3.00427  0.07
H: -1.38481 3.34194 -3.43969  0.07

Forces on the atoms, in the same order (eV/Å):
O 0.42 0.21 0.27
C -0.83 -0.49 -0.22
O 0.14 -0.09 -0.11
C -0.82 0.96 0.03
C -0.51 -0.71 -0.06
F 0.12 0.02 0.14
O 0.31 0.47 0.07
H 0.44 -0.15 -0.08
H 0.24 -0.22 0.25
H 0.36 0.14 -0.12
O 0.27 -0.32 0.04
S 0.01 0.89 -0.23
O -0.18 -0.05 0.20
O 0.32 -0.24 0.34
C 0.34 -0.09 -0.85
C 0.73 -0.45 -0.46
O -0.71 -0.01 0.39
H -0.22 0.04 0.16
H -0.01 -0.10 0.17
H 0.20 0.55 0.20
H -0.49 -0.24 -0.09
O -0.06 -0.02 0.62
S -0.82 -0.60 -0.51
O 0.51 0.69 -0.46
O 0.51 0.01 0.17
C -0.71 -0.97 0.10
C -0.18 -0.30 -0.87
O 0.14 0.17 0.50
H 0.40 0.35 -0.28
H 0.18 0.32 0.13
H -0.09 0.25 0.43
H 0.07 0.00 0.05
C 0.31 0.07 -0.12
N -0.74 -0.26 0.42
C 1.15 0.56 0.15
C 0.08 -1.15 -1.02
O -0.62 -0.13 0.20
H -0.06 -0.08 0.00
H -0.08 -0.01 0.13
H -0.01 0.08 -0.15
H 0.13 0.07 -0.32
H 0.15 0.09 0.37
H -0.15 0.25 0.25
H -0.26 0.54 0.22
C 0.38 0.12 -0.07
N -0.05 0.27 -0.02
C 0.08 -0.34 -0.17
C -0.33 -0.37 -0.24
O 0.00 0.29 0.03
H 0.29 -0.15 -0.32
H -0.50 -0.36 0.25
H -0.15 0.11 0.44
H 0.03 0.09 0.02
H 0.07 0.17 0.14
H 0.07 -0.03 0.09
H 0.03 0.12 -0.03
C -0.27 -0.88 0.03
N -0.07 0.62 -0.17
C 0.20 0.06 -0.27
C 0.16 0.42 -0.04
O -0.03 -0.07 0.36
H -0.07 0.14 0.00
H 0.20 0.12 -0.03
H 0.15 0.31 0.07
H -0.19 -0.37 0.01
H -0.10 -0.16 0.13
H 0.06 -0.14 0.03
H -0.02 -0.08 -0.12
C -0.55 0.11 0.24
N -0.29 -0.19 0.37
C 0.33 -0.45 -0.77
C -0.03 0.18 0.45
O -0.05 0.35 0.20
H 0.07 -0.04 0.06
H 0.17 -0.25 -0.08
H 0.24 0.05 -0.20
H 0.17 0.32 -0.15
H -0.07 0.00 -0.01
H -0.03 0.04 -0.16
H 0.12 -0.06 -0.07
C -0.80 0.07 0.42
N 0.27 0.09 0.03
C -0.22 -0.17 0.23
C 0.12 0.42 0.44
O -0.23 -0.05 -0.07
H 0.03 -0.10 -0.15
H 0.23 -0.11 -0.20
H 0.36 0.23 0.02
H 0.20 -0.02 -0.28
H -0.12 -0.19 0.07
H 0.23 -0.13 -0.25
H -0.04 0.05 -0.29
C 0.34 0.11 -0.08
N 0.40 -0.88 0.31
C 0.28 0.80 -0.39
C 0.29 0.14 0.49
O -0.26 -0.04 0.16
H -0.17 0.18 0.10
H -0.12 0.03 0.01
H -0.14 -0.04 0.03
H -0.17 0.04 -0.27
H -0.13 0.06 -0.23
H -0.18 -0.09 0.09
H -0.11 -0.27 -0.25
C -0.04 -0.32 -0.35
N -0.09 -0.21 0.28
C 0.61 -0.66 -0.51
C -0.16 0.17 0.62
O -0.20 0.22 0.25
H 0.10 0.15 -0.10
H -0.08 0.25 0.14
H -0.04 -0.01 0.18
H 0.00 0.26 -0.08
H -0.19 -0.04 -0.21
H 0.01 0.14 -0.21
H 0.00 -0.04 0.01

Properties
net charge: 0
total energy: -3736.86815 Eh
maximum force: 1.539 eV/Å
molecular weight: 865.95 g mol⁻¹

# 2
This record from the Open Molecules 2025 dataset describes a cluster of 4 separate species, C28H63N12O4P3S2 in total at a distorted geometry. The level of theory is ωB97M-V/def2-TZVPD.

Each line ends with the Löwdin charge.
Geometry (Å):
C: -0.42663 2.73152 2.62898  -0.06
C: -0.19969 4.25978 2.19930  -0.39
O: -0.34132 5.12712 3.36032  -0.11
C: -1.10970 4.74645 0.95763  -0.11
C: -2.43678 3.85629 0.79361  -0.11
C: -2.63136 3.01933 -0.52520  0.01
C: -3.88015 2.12642 -0.69086  0.01
C: -4.92377 2.08463 0.46941  -0.24
N: -6.17519 1.34419 0.64894  -0.29
S: -6.89007 1.73957 2.14445  0.92
N: -5.77606 2.85585 2.81730  -0.26
C: -4.76553 2.93778 1.78743  -0.24
C: -3.48700 3.83249 1.92831  -0.14
N: -3.27069 4.64068 3.14737  0.06
C: -4.18468 5.57946 3.25052  -0.58
S: -5.71679 6.25712 3.32390  0.64
H: -1.39107 2.56356 3.24302  0.08
H: -0.52321 2.09283 1.67877  0.09
H: 0.44363 2.36730 3.27927  0.09
H: 0.90556 4.34808 1.87023  0.12
H: -0.63835 6.01956 3.05469  0.08
H: -1.36820 5.86771 1.04207  0.12
H: -0.44538 4.66152 0.01205  0.12
H: -1.82633 3.10380 -1.33025  0.10
H: -4.08067 1.50435 -1.62372  0.10
O: -4.39318 -1.37619 -2.33365  -0.32
P: -4.51251 -2.76330 -1.67427  0.75
N: -3.65609 -2.28302 -0.28154  -0.35
C: -2.33847 -2.69143 0.15183  -0.13
C: -4.24184 -1.24155 0.55334  -0.14
N: -3.46223 -3.53039 -2.80687  -0.32
C: -2.25778 -4.28142 -2.49372  -0.14
C: -3.29018 -2.88951 -4.11065  -0.15
N: -4.73216 -4.36950 -0.94536  -0.27
C: -5.64085 -5.18530 -1.78923  -0.14
C: -5.28598 -4.44192 0.41603  -0.13
H: -2.22739 -3.77712 0.15542  0.06
H: -2.13054 -2.39612 1.18524  0.08
H: -1.55857 -2.24670 -0.47389  0.08
H: -5.01563 -1.66903 1.20283  0.07
H: -4.71151 -0.45400 -0.03807  0.02
H: -3.50974 -0.74499 1.19574  0.08
H: -1.40791 -3.62382 -2.29060  0.08
H: -1.97541 -4.92730 -3.33344  0.07
H: -2.39106 -4.96708 -1.65674  0.07
H: -2.60033 -2.04013 -4.04916  0.08
H: -4.24710 -2.53964 -4.50356  0.07
H: -2.89874 -3.59182 -4.85366  0.08
H: -6.64803 -4.75720 -1.81389  0.08
H: -5.70322 -6.21180 -1.41736  0.08
H: -5.28681 -5.25373 -2.81982  0.07
H: -6.21182 -3.86603 0.50460  0.09
H: -4.57958 -4.08393 1.16777  0.08
H: -5.49158 -5.47815 0.69972  0.08
O: 1.35996 -5.64762 -1.51937  -0.31
P: 1.60039 -7.15020 -1.28622  0.75
N: 3.12748 -6.88948 -0.57377  -0.36
C: 4.43401 -7.21314 -1.10032  -0.13
C: 3.17896 -6.14580 0.67913  -0.13
N: 1.76867 -7.50004 -2.96712  -0.32
C: 2.90670 -8.13980 -3.60480  -0.14
C: 1.16379 -6.56454 -3.91585  -0.14
N: 1.81185 -8.89360 -1.01235  -0.27
C: 0.56007 -9.61288 -1.35763  -0.14
C: 2.16408 -9.34387 0.34367  -0.13
H: 4.49274 -8.24858 -1.44000  0.06
H: 5.21943 -7.13366 -0.34200  0.08
H: 4.70890 -6.54321 -1.92098  0.08
H: 2.92313 -6.79889 1.52224  0.06
H: 2.47258 -5.31076 0.68329  0.07
H: 4.16369 -5.71692 0.88084  0.08
H: 3.73302 -7.44013 -3.76165  0.07
H: 2.62602 -8.53698 -4.58724  0.08
H: 3.26881 -9.00775 -3.05337  0.07
H: 1.78277 -5.66908 -4.04210  0.09
H: 0.16803 -6.26183 -3.58525  0.06
H: 1.02701 -7.02439 -4.89989  0.08
H: -0.25699 -9.32868 -0.68683  0.08
H: 0.70276 -10.69548 -1.30026  0.08
H: 0.23700 -9.40009 -2.37865  0.07
H: 1.48274 -8.93184 1.09379  0.09
H: 3.18642 -9.07308 0.61523  0.08
H: 2.13881 -10.43521 0.41196  0.08
O: 3.03879 5.86561 0.94078  -0.31
P: 3.05457 7.36921 1.27389  0.75
N: 4.09208 7.73988 -0.02765  -0.36
C: 5.47165 8.16906 0.01440  -0.13
C: 3.60386 7.50071 -1.38025  -0.13
N: 3.95818 7.15706 2.72726  -0.32
C: 5.22061 7.79555 3.05833  -0.14
C: 3.91808 5.83869 3.36155  -0.14
N: 3.00569 9.09894 1.67969  -0.27
C: 2.01356 9.33490 2.75849  -0.14
C: 2.66133 10.05149 0.61202  -0.13
H: 5.61753 9.00979 0.69466  0.06
H: 5.82081 8.54232 -0.95362  0.08
H: 6.13493 7.34728 0.30163  0.08
H: 2.94805 8.31939 -1.70044  0.06
H: 3.02786 6.57306 -1.44438  0.07
H: 4.40790 7.41515 -2.11545  0.08
H: 6.06691 7.30425 2.56906  0.07
H: 5.40180 7.75585 4.13869  0.08
H: 5.23335 8.85909 2.81886  0.07
H: 4.57882 5.12995 2.84940  0.08
H: 2.90256 5.43681 3.36400  0.06
H: 4.22347 5.88992 4.41146  0.08
H: 0.99834 9.10574 2.41887  0.08
H: 2.04534 10.37366 3.09844  0.08
H: 2.21376 8.71863 3.63727  0.07
H: 1.73744 9.76560 0.10074  0.09
H: 3.45656 10.14333 -0.13057  0.08
H: 2.53908 11.06139 1.01379  0.08

Forces on the atoms, in the same order (eV/Å):
C -0.40 0.15 0.12
C 0.83 -0.19 -0.22
O -0.32 0.31 -1.00
C -0.22 -0.71 -0.27
C -2.46 -0.72 0.90
C -3.69 -1.14 2.36
C 1.55 2.16 2.02
C -1.58 0.59 2.74
N 2.54 2.44 0.82
S 3.44 1.14 -1.85
N 1.67 -1.67 -4.80
C 0.87 0.53 0.12
C 1.08 -1.31 -3.53
N -4.22 3.95 -1.06
C -0.69 -3.83 -0.51
S 4.28 -1.01 0.05
H 1.49 0.54 -1.04
H 0.34 0.86 1.42
H -1.16 0.58 -1.09
H -1.70 -0.13 0.26
H 0.39 -1.27 0.33
H 0.28 -1.71 0.06
H -1.31 -0.04 1.43
H -1.43 -0.26 1.25
H 0.41 0.93 1.48
O -4.29 -0.70 -0.05
P 8.50 0.39 0.04
N 0.05 0.67 1.85
C 0.04 -0.57 -0.15
C -0.42 0.10 -0.40
N -0.21 -0.24 -0.87
C -0.14 -0.74 0.18
C -0.33 0.29 0.02
N -3.46 0.62 -0.80
C 0.07 -0.58 -0.49
C 0.27 0.21 0.66
H 0.12 -0.07 -0.20
H -0.30 0.18 -0.12
H 0.16 -0.14 0.01
H -0.11 0.15 0.24
H 0.03 -0.27 -0.05
H 0.10 -0.19 -0.16
H 0.05 -0.02 0.02
H -0.11 0.18 -0.10
H -0.06 0.27 0.09
H -0.05 0.07 -0.10
H 0.19 0.13 0.15
H 0.06 -0.17 0.30
H -0.08 -0.21 0.13
H 0.02 0.15 0.15
H 0.14 0.22 0.18
H -0.05 -0.15 0.15
H 0.01 0.24 -0.31
H -0.08 0.02 -0.38
O -3.61 -1.19 2.32
P 6.92 1.43 -4.83
N 1.18 0.25 1.66
C -0.08 -0.50 -0.26
C -0.58 0.20 0.01
N -0.63 -0.11 -0.70
C -0.10 -0.80 0.03
C -0.23 0.23 0.26
N -3.26 0.30 1.56
C -0.25 -0.45 -0.58
C 0.61 0.08 0.41
H -0.03 -0.01 -0.22
H -0.31 0.16 0.12
H 0.13 -0.10 -0.11
H 0.08 0.05 0.25
H -0.01 -0.06 -0.07
H -0.05 -0.15 -0.23
H 0.05 0.03 -0.01
H -0.13 0.17 0.04
H -0.01 0.23 0.18
H -0.10 0.09 -0.02
H 0.25 0.12 0.04
H 0.21 -0.23 0.15
H 0.01 -0.24 0.09
H 0.11 0.12 0.14
H 0.23 0.19 0.12
H 0.04 -0.19 0.10
H -0.17 0.29 -0.19
H -0.29 0.10 -0.24
O -4.37 0.97 0.01
P 8.46 -1.23 0.70
N 0.28 0.61 -1.94
C 0.03 0.34 0.45
C -0.50 -0.30 0.16
N -0.25 -0.29 0.81
C -0.16 0.73 0.35
C -0.35 -0.22 -0.21
N -3.60 -0.54 -0.12
C 0.04 0.14 0.78
C 0.36 0.21 -0.62
H 0.07 -0.07 0.20
H -0.32 -0.17 -0.04
H 0.16 0.08 0.08
H -0.04 0.05 -0.26
H 0.02 0.02 0.09
H 0.05 0.05 0.27
H 0.05 -0.03 -0.02
H -0.13 -0.18 -0.05
H -0.08 -0.14 -0.24
H -0.06 -0.10 0.02
H 0.19 -0.02 -0.15
H 0.09 0.31 -0.12
H -0.05 0.26 0.02
H 0.04 -0.04 -0.22
H 0.15 -0.09 -0.27
H -0.02 0.22 -0.02
H -0.04 -0.37 0.10
H -0.14 -0.25 0.27

Properties
net charge: 0
total energy: -3882.63357 Eh
maximum force: 8.578 eV/Å
molecular weight: 788.95 g mol⁻¹

total energy of number 2 (C28H63N12O4P3S2)?
-3882.63357 Eh